(1)
{"formula": "C8H16N3OP", "method": "ωB97M-V with the def2-TZVPD basis set", "homo_energy_ev": -8.9, "relative_energy_kj_mol": 0.0, "lumo_energy_ev": 0.775, "total_energy_ev": -24362.4023, "symbols": ["C", "C", "C", "C", "C", "C", "C", "C", "N", "N", "N", "O", "P", "H", "H", "H", "H", "H", "H", "H", "H", "H", "H", "H", "H", "H", "H", "H", "H"], "xyz": [[1.19742, -0.09087, 1.41157], [1.23654, -0.06417, -1.14585], [-0.01777, -0.94601, 1.43739], [-0.12479, 0.04284, -1.95873], [-2.27032, -1.29278, 0.67224], [-2.13699, -1.24572, -0.88205], [1.27579, 0.76501, 0.15489], [2.62281, 1.57903, 0.25809], [0.19015, 1.70891, 0.05494], [-1.38306, -0.35598, 1.30589], [-1.34633, -0.05081, -1.20124], [-2.63347, 1.70806, 0.29145], [-1.46136, 0.87392, 0.14602], [1.16760, 0.54410, 2.27302], [2.02829, -0.80370, 1.45107], [1.56429, -1.11808, -1.18578], [1.82484, 0.53187, -1.76016], [0.13137, -1.66687, 0.71723], [0.05941, -1.47854, 2.42359], [-0.16559, 1.11938, -2.46633], [-0.20765, -0.77621, -2.64112], [-3.32399, -1.00754, 0.87305], [-2.22633, -2.23631, 1.12767], [-1.78149, -2.25469, -1.32108], [-3.12294, -1.25580, -1.29213], [2.65390, 2.25608, -0.56876], [3.44279, 0.88220, 0.05726], [2.70841, 2.08919, 1.14930], [0.09845, 2.54348, 0.61858]], "mulliken_charge": [-1.15, -0.95, -0.77, -0.74, -0.87, -0.52, 1.48, -1.92, -0.50, -0.06, 0.18, -0.80, 0.42, 0.46, 0.33, 0.31, 0.44, 0.51, 0.37, 0.29, 0.43, 0.33, 0.44, 0.29, 0.33, 0.47, 0.38, 0.50, 0.33]}

(2)
{"formula": "C8H16N3OS2", "method": "ωB97M-V with the def2-TZVPD basis set", "homo_energy_ev": -11.0, "relative_energy_kj_mol": 97.0, "lumo_energy_ev": -3.389, "total_energy_ev": -36732.1364, "charge": 1, "smiles": "CC1=C([NH3+])S[C@H](S)N1N1CCOCC1", "symbols": ["C", "C", "C", "C", "C", "C", "C", "C", "N", "N", "N", "O", "S", "S", "H", "H", "H", "H", "H", "H", "H", "H", "H", "H", "H", "H", "H", "H", "H", "H"], "xyz": [[1.43362, -0.03174, -0.21789], [2.80744, -1.00584, -0.09461], [-1.54344, 0.58476, -0.74707], [-1.65246, -0.12986, 1.60403], [-2.27851, 1.80279, -0.32931], [-2.65649, 1.02202, 1.74647], [0.46936, -1.97823, 0.71680], [1.60573, 1.35430, -0.70451], [0.38458, -0.60364, 0.23430], [-0.74397, 0.24586, 0.48085], [3.58298, -0.84415, -1.38584], [-3.26913, 1.38801, 0.56737], [2.18056, -2.59874, 0.34860], [-0.92243, -2.88025, -0.10304], [-1.94360, -0.27466, -1.14639], [-0.74850, 0.84196, -1.52255], [-1.15265, -0.24672, 2.53964], [-2.20288, -1.11327, 1.37743], [-1.57175, 2.48414, 0.19093], [-2.68743, 2.45833, -1.15850], [-3.45265, 0.66428, 2.35174], [-2.01212, 1.77172, 2.22108], [0.20144, -2.10999, 1.83286], [1.82058, 1.35416, -1.76964], [2.33657, 2.04112, -0.29947], [0.62862, 1.84205, -0.66009], [3.14493, -1.17224, -2.24967], [4.38970, -1.42799, -1.36789], [4.02311, 0.07261, -1.34093], [-0.17118, -3.51076, -1.11470]], "mulliken_charge": [1.06, -0.55, -0.79, -0.59, -0.60, -0.84, -0.36, -1.31, 0.14, -0.01, -0.26, -0.40, -0.10, -0.17, 0.49, 0.46, 0.48, 0.34, 0.36, 0.38, 0.41, 0.40, 0.33, 0.41, 0.41, 0.04, 0.32, 0.36, 0.38, 0.20]}

(3)
{"formula": "C8H16N4O", "method": "ωB97M-V with the def2-TZVPD basis set", "homo_energy_ev": -8.0, "relative_energy_kj_mol": 389.0, "lumo_energy_ev": 0.348, "total_energy_ev": -16558.9979, "symbols": ["C", "C", "C", "C", "C", "C", "C", "C", "N", "N", "N", "N", "O", "H", "H", "H", "H", "H", "H", "H", "H", "H", "H", "H", "H", "H", "H", "H", "H"], "xyz": [[0.40677, 1.62205, 0.26221], [-2.29058, -0.30205, 1.53213], [-2.64138, 0.53167, 0.39440], [0.66993, 0.98333, -0.86155], [3.92350, 0.30831, -0.57604], [-2.72135, -1.35684, -1.17705], [1.56610, -0.28176, -0.97833], [2.67428, -0.33542, 0.00570], [0.07358, 2.35738, 1.19060], [-3.28646, 0.83774, -1.79683], [-2.83309, 0.09948, -0.84705], [-2.49188, 0.23064, 2.71447], [-1.75044, -1.48181, 1.44810], [-2.90575, 1.55186, 0.54994], [0.24445, 1.21150, -1.80926], [3.69845, 1.36357, -0.78163], [4.34403, -0.17832, -1.35440], [4.79207, 0.15959, 0.12317], [-2.07898, -1.75421, -0.39143], [-3.67997, -1.89370, -1.13204], [-2.24729, -1.55932, -2.20268], [0.87667, -1.19117, -0.85371], [1.72504, -0.38880, -2.06569], [2.34465, 0.31464, 0.86462], [2.82109, -1.29841, 0.34564], [0.57778, 3.26004, 1.33593], [-3.56005, 1.78173, -1.56018], [-2.26551, 1.19257, 2.65532], [-2.16705, -0.20212, 3.53580]], "mulliken_charge": [0.28, 0.43, -0.18, -0.45, -1.29, -0.84, -0.41, -0.40, -0.61, -1.14, 0.94, -0.46, -0.76, 0.33, 0.41, 0.30, 0.43, 0.33, 0.35, 0.28, 0.27, 0.15, 0.45, 0.15, 0.45, 0.26, 0.22, 0.24, 0.28]}

(4)
{"formula": "C8H16NO", "method": "ωB97M-V with the def2-TZVPD basis set", "homo_energy_ev": -10.8, "relative_energy_kj_mol": 437.2, "lumo_energy_ev": -5.544, "total_energy_ev": -12082.3567, "charge": 1, "symbols": ["C", "C", "C", "C", "C", "C", "C", "C", "N", "O", "H", "H", "H", "H", "H", "H", "H", "H", "H", "H", "H", "H", "H", "H", "H", "H"], "xyz": [[-1.78344, 0.13090, 1.35101], [-1.19518, -0.95167, 0.80126], [-2.09986, 1.18021, 0.44472], [-1.80316, 0.42978, -0.91547], [1.60618, 2.02008, -0.36222], [-0.90942, -1.90113, -1.53640], [2.67491, -1.21652, 0.81921], [1.69258, 0.93018, 0.48852], [-1.01576, -0.74911, -0.54790], [2.10694, -0.19139, 0.09968], [-1.70007, 0.35575, 2.46831], [-0.57480, -1.61217, 1.36375], [-3.12683, 1.55679, 0.64318], [-1.48641, 2.13719, 0.45837], [-2.77691, 0.18239, -1.40789], [-1.19785, 1.07008, -1.70513], [1.27112, 1.70789, -1.29801], [0.83099, 2.63393, 0.07793], [2.52605, 2.69015, -0.46998], [-0.35603, -2.63732, -1.06075], [-1.89322, -2.32069, -1.70113], [-0.38783, -1.69735, -2.47266], [3.73412, -1.36775, 0.59158], [2.10298, -2.17170, 0.41458], [2.50384, -1.10453, 1.90609], [1.25707, 0.89602, 1.54937]], "mulliken_charge": [-0.33, -0.67, -0.31, -0.67, -1.05, -1.11, -0.59, 0.52, 0.37, -0.18, 0.34, 0.44, 0.32, 0.04, 0.35, 0.23, 0.34, 0.29, 0.37, 0.37, 0.39, 0.30, 0.29, 0.20, 0.39, 0.35]}

(5)
{"formula": "C8H16NO2", "method": "ωB97M-V with the def2-TZVPD basis set", "homo_energy_ev": -12.6, "relative_energy_kj_mol": 130.5, "lumo_energy_ev": -2.883, "total_energy_ev": -14132.2537, "charge": 1, "symbols": ["C", "C", "C", "C", "C", "C", "C", "C", "N", "O", "O", "H", "H", "H", "H", "H", "H", "H", "H", "H", "H", "H", "H", "H", "H", "H", "H"], "xyz": [[-2.44429, -0.91190, 0.55492], [-1.12883, -0.67883, 0.26670], [-3.48861, -0.09317, 0.04293], [-5.02807, -0.31344, 0.26662], [3.67894, -0.44008, 0.82734], [2.40842, -1.47842, -1.05128], [2.07491, 2.14086, 0.29787], [2.78299, -0.38493, -0.10683], [2.01206, 0.86606, -0.44363], [-3.22473, 0.95600, -0.59836], [-0.64630, 0.37368, -0.21305], [-2.83756, -1.82133, 1.04153], [-5.29445, -1.31413, 0.00621], [-5.19212, -0.00127, 1.33220], [-5.43367, 0.40847, -0.29195], [4.02484, 0.34217, 1.51134], [-0.42749, -1.52406, 0.45391], [4.23428, -1.39948, 1.09490], [2.23453, -0.97075, -2.06662], [1.44853, -2.04178, -0.67612], [3.20599, -2.11037, -1.13592], [2.21612, 2.04574, 1.36011], [2.77302, 2.89356, -0.03218], [1.21222, 2.83147, 0.11906], [1.01172, 0.56749, -0.29146], [2.10407, 1.05163, -1.49585], [-2.27652, 1.00682, -0.77239]], "mulliken_charge": [-1.05, 0.68, 0.88, -1.20, -0.93, -1.13, -0.95, 0.73, 0.07, -0.46, -0.93, 0.29, 0.38, 0.30, 0.40, 0.29, 0.20, 0.25, 0.27, 0.16, 0.48, 0.37, 0.39, 0.33, 0.35, 0.45, 0.38]}

(6)
{"formula": "C8H16NaO5", "method": "ωB97M-V with the def2-TZVPD basis set", "homo_energy_ev": -13.3, "relative_energy_kj_mol": 226.0, "lumo_energy_ev": -3.632, "total_energy_ev": -23200.1559, "charge": 1, "symbols": ["C", "H", "H", "H", "O", "C", "C", "O", "C", "C", "O", "C", "Na", "H", "H", "H", "H", "H", "H", "H", "H", "H", "H", "H", "O", "C", "C", "O", "H", "H"], "xyz": [[-0.91089, 2.96653, 0.48538], [-0.17950, 3.05130, -0.33180], [-1.57006, 3.83610, 0.38863], [-0.47758, 3.28021, 1.44950], [-0.99360, 1.28200, 0.85353], [-0.38652, 0.81618, 2.04678], [1.05235, 0.43906, 1.77935], [1.06143, -0.59694, 0.81650], [2.33489, -0.93502, 0.30269], [2.15664, -2.00691, -0.74261], [1.31875, -1.51355, -1.77313], [1.15474, -2.41583, -2.85082], [-0.45701, -0.26847, -0.91518], [-0.94223, -0.07667, 2.36838], [-0.43366, 1.60400, 2.81335], [1.52454, 0.10176, 2.71669], [1.61768, 1.30839, 1.40210], [2.99170, -1.31341, 1.10286], [2.80810, -0.04224, -0.14144], [1.70529, -2.90845, -0.29386], [3.14385, -2.27961, -1.15070], [0.49912, -1.93618, -3.58706], [2.12515, -2.63918, -3.32078], [0.69382, -3.35628, -2.50785], [-2.44861, 1.95477, -0.83531], [-3.01045, 1.28704, 0.09446], [-3.48738, -0.11420, -0.29834], [-2.67849, -0.99576, -0.44575], [-3.63120, 1.75656, 0.88129], [-4.58087, -0.28519, -0.30686]], "mulliken_charge": [-0.81, 0.29, 0.37, 0.33, -0.19, -0.66, -0.53, -0.31, -0.60, -0.56, -0.33, -0.80, 0.92, 0.27, 0.42, 0.39, 0.33, 0.36, 0.36, 0.35, 0.44, 0.26, 0.31, 0.35, -0.53, 0.35, -0.05, -0.49, 0.41, 0.36]}

(7)
{"formula": "C8H16O", "method": "ωB97M-V with the def2-TZVPD basis set", "homo_energy_ev": -8.4, "relative_energy_kj_mol": 310.3, "lumo_energy_ev": 0.977, "total_energy_ev": -10599.7758, "symbols": ["C", "C", "C", "C", "H", "H", "H", "H", "H", "H", "H", "H", "C", "C", "C", "C", "O", "H", "H", "H", "H", "H", "H", "H", "H"], "xyz": [[0.99462, -1.33355, 0.13512], [0.85855, -2.12547, 1.42740], [0.77502, 0.90561, 0.60906], [1.66066, 1.61411, -0.15231], [2.02190, -0.98377, 0.02056], [0.99657, -2.01072, -0.72123], [0.98767, 0.66595, 1.64739], [-0.05073, -2.73061, 1.44378], [1.70764, -2.80786, 1.54441], [0.83436, -1.46374, 2.29544], [2.71316, 1.61570, 0.10834], [1.36353, 2.23372, -0.98839], [-1.28894, 1.89545, -0.56190], [-0.88019, -0.76324, -1.77143], [-0.71557, 0.75225, 0.28505], [-0.77101, -0.65399, -0.28385], [-1.45264, 0.71615, 1.51914], [-1.32984, 1.57147, 1.95577], [-1.40058, -1.33482, 0.28394], [-1.14788, 2.85681, -0.05698], [-2.35502, 1.72809, -0.73452], [-0.80355, 1.99243, -1.53417], [-0.03018, -0.20155, -2.21024], [-0.87631, -1.80472, -2.10321], [-1.81124, -0.33371, -2.15717]], "mulliken_charge": [-0.55, -1.15, -0.61, -0.93, 0.45, 0.38, 0.41, 0.30, 0.40, 0.23, 0.31, 0.22, -2.12, -1.64, 1.95, -0.40, -0.66, 0.38, 0.55, 0.52, 0.36, 0.42, 0.34, 0.45, 0.39]}

(8)
{"formula": "C8H16O16S4", "method": "ωB97M-V with the def2-TZVPD basis set", "homo_energy_ev": -11.1, "relative_energy_kj_mol": 296.8, "lumo_energy_ev": -0.101, "total_energy_ev": -84649.4549, "smiles": "O=S1(=O)OCCO1.O=S1(=O)OCCO1.O=S1(=O)OCCO1.O=S1(=O)OCCO1", "symbols": ["C", "C", "O", "S", "O", "O", "O", "H", "H", "H", "H", "C", "C", "O", "S", "O", "O", "O", "H", "H", "H", "H", "C", "C", "O", "S", "O", "O", "O", "H", "H", "H", "H", "C", "C", "O", "S", "O", "O", "O", "H", "H", "H", "H"], "xyz": [[-1.51169, -1.31719, -1.60886], [-0.24503, -2.20222, -1.38968], [0.72299, -1.77135, -2.29643], [0.41485, -0.22301, -2.70345], [0.88553, -0.01113, -4.07515], [0.96925, 0.67578, -1.63393], [-1.20919, -0.53871, -2.67794], [-1.58625, -0.67934, -0.72813], [-2.37615, -1.96168, -1.76839], [-0.51714, -3.25764, -1.40149], [0.12542, -1.96955, -0.39132], [-7.52031, -3.68151, -0.82023], [-7.97923, -2.35714, -1.42003], [-9.04481, -2.60388, -2.22169], [-9.20704, -4.09985, -2.71664], [-8.45454, -4.31895, -3.95292], [-10.58064, -4.52969, -2.54616], [-8.31477, -4.61499, -1.42385], [-7.63430, -3.83556, 0.25280], [-6.52914, -3.92683, -1.20164], [-7.14095, -1.94649, -1.98288], [-8.27160, -1.53956, -0.76110], [1.65973, 3.05248, 4.86724], [1.34664, 2.46470, 6.20133], [0.93416, 1.13407, 6.02651], [1.83766, 0.40503, 4.80673], [0.89908, -0.43691, 4.11250], [3.06731, -0.17693, 5.38318], [2.21711, 1.97091, 4.12728], [2.22466, 3.97941, 4.76851], [0.70528, 3.21207, 4.36560], [0.58619, 2.99555, 6.77406], [2.27277, 2.39728, 6.77214], [5.95210, 3.04831, -1.50880], [6.50201, 1.99450, -2.44371], [7.83432, 2.41413, -2.60140], [8.50094, 3.03611, -1.23731], [9.36668, 4.12809, -1.63406], [8.93919, 2.01038, -0.30643], [6.98108, 3.64764, -0.79261], [5.29419, 2.66001, -0.73133], [5.41530, 3.77679, -2.11647], [5.98020, 1.98066, -3.40059], [6.48813, 1.01620, -1.96325]], "mulliken_charge": [-0.26, -0.29, -0.29, 1.04, -0.52, -0.51, -0.29, 0.27, 0.28, 0.32, 0.25, -0.14, -0.24, -0.31, 1.11, -0.52, -0.50, -0.36, 0.25, 0.21, 0.23, 0.28, -0.22, -0.36, -0.34, 1.07, -0.48, -0.50, -0.33, 0.30, 0.26, 0.30, 0.29, -0.21, -0.25, -0.33, 1.08, -0.50, -0.50, -0.34, 0.25, 0.25, 0.28, 0.27]}